[1]
{
  "formula": "C3H11N3",
  "method": "ωB97M-V with the def2-TZVPD basis set",
  "homo_ev": -8.33,
  "smiles": "NCCNCN",
  "gap_ev": 9.446,
  "lumo_energy_ev": 1.11,
  "e_above_lowest_kj_mol": 158.1,
  "elements": ["N", "C", "C", "N", "C", "N", "H", "H", "H", "H", "H", "H", "H", "H", "H", "H", "H"],
  "xyz": [[1.3342, 0.4346, 1.8728], [0.6551, -0.8894, 1.8286], [-0.1694, -1.0874, 0.5228], [-0.6668, 0.0849, -0.1727], [-0.3121, 0.2214, -1.5775], [-0.9232, 1.2331, -2.4378], [1.9786, 0.3236, 2.6465], [0.6686, 1.1184, 2.2092], [0.0423, -1.0269, 2.7541], [1.4488, -1.6312, 1.9050], [0.6057, -1.5251, -0.1307], [-0.9607, -1.7907, 0.8230], [-1.6532, 0.2041, 0.0576], [-0.3496, -0.7713, -2.0561], [0.7558, 0.5671, -1.4612], [-1.2257, 0.7211, -3.2575], [-0.1701, 1.8656, -2.7461]],
  "forces_ev_per_angstrom": [[-0.1, -0.9, 0.3], [-0.4, 1.3, 0.7], [1.4, -0.3, 0.0], [-1.9, 0.7, 1.4], [2.7, 0.1, 0.4], [0.1, -0.2, 0.3], [0.3, 0.4, 0.0], [-0.1, 0.2, -0.3], [0.0, 0.0, -0.7], [-0.1, -0.2, -0.3], [-0.8, -0.4, -0.1], [0.1, -0.1, -0.7], [0.3, 0.1, -0.6], [0.1, 0.2, -0.1], [-0.6, -1.0, -0.5], [-0.3, 0.4, -0.1], [-0.8, -0.4, 0.2]],
  "nbo_charge": [-0.818, -0.219, -0.233, -0.655, -0.042, -0.827, 0.343, 0.351, 0.152, 0.184, 0.188, 0.183, 0.362, 0.140, 0.168, 0.358, 0.365]
}

[2]
{
  "formula": "C37H47GaN5O2S2",
  "method": "ωB97M-V with the def2-TZVPD basis set",
  "homo_ev": -8.64,
  "gap_ev": 6.058,
  "lumo_energy_ev": -2.58,
  "total_charge": 1,
  "elements": ["Ga", "S", "C", "N", "C", "C", "N", "C", "C", "C", "C", "C", "C", "C", "C", "S", "C", "C", "C", "C", "C", "C", "C", "H", "H", "H", "H", "H", "H", "H", "H", "H", "H", "H", "H", "H", "H", "H", "H", "H", "H", "C", "C", "C", "C", "C", "C", "N", "H", "H", "H", "H", "H", "H", "H", "H", "C", "C", "C", "C", "C", "C", "C", "C", "C", "C", "C", "C", "O", "H", "H", "H", "H", "H", "H", "H", "H", "H", "H", "H", "H", "H", "H", "H", "H", "H", "N", "C", "N", "O", "H", "H", "H", "H"],
  "xyz": [[1.2794, 0.1546, 0.3532], [-2.2185, 0.2549, -0.2181], [-3.5017, 0.3578, -1.4230], [-4.0255, 1.4125, -2.1281], [-4.9441, 0.9539, -3.1508], [-5.9020, -0.1144, -2.5764], [-5.1815, -1.2557, -2.0295], [-5.3641, -2.6026, -2.5294], [-4.4298, -2.9722, -3.6619], [-4.5042, -2.3085, -4.8843], [-3.6239, -2.6097, -5.9086], [-2.6579, -3.5907, -5.7290], [-2.5809, -4.2628, -4.5205], [-3.4594, -3.9485, -3.4911], [-4.0179, -0.8833, -1.4008], [-3.0229, -1.7003, -0.1757], [-3.3257, 2.6697, -2.2567], [-2.2820, 2.6666, -3.3498], [-2.6408, 2.8892, -4.6751], [-1.6956, 2.8146, -5.6855], [-0.3739, 2.5241, -5.3777], [-0.0073, 2.3149, -4.0578], [-0.9565, 2.3841, -3.0499], [-4.4065, 0.5134, -4.0030], [-5.5181, 1.8102, -3.5124], [-6.5506, -0.4629, -3.3806], [-6.5311, 0.3449, -1.8077], [-6.4050, -2.6925, -2.8469], [-5.2301, -3.3095, -1.7042], [-5.2638, -1.5532, -5.0408], [-3.6977, -2.0898, -6.8538], [-1.9791, -3.8366, -6.5334], [-1.8426, -5.0426, -4.3845], [-3.3976, -4.4726, -2.5444], [-2.8512, 2.8905, -1.2960], [-4.0660, 3.4525, -2.4406], [-3.6678, 3.1322, -4.9183], [-1.9867, 2.9926, -6.7111], [0.3672, 2.4751, -6.1626], [1.0263, 2.1113, -3.8102], [-0.6602, 2.2367, -2.0184], [-0.5575, 2.3518, 2.1726], [0.1447, 2.8012, 0.9384], [0.2629, 4.0600, 0.4313], [1.1966, 4.0199, -0.6395], [1.6254, 2.7357, -0.7690], [2.6534, 2.1703, -1.6906], [0.9638, 1.9591, 0.1876], [-1.3195, 3.0800, 2.4464], [0.1323, 2.2639, 3.0178], [-1.0708, 1.4002, 2.0457], [-0.2374, 4.9322, 0.8159], [1.5174, 4.8484, -1.2477], [2.7090, 2.7655, -2.6008], [2.4169, 1.1500, -2.0088], [3.6467, 2.1608, -1.2372], [2.1544, -3.2569, -2.5744], [0.7427, -2.6848, -2.4414], [0.7317, -1.1803, -2.7020], [0.0955, -3.1541, -1.1471], [-0.7301, -4.2700, -1.2144], [-1.3505, -4.7898, -0.0926], [-1.1510, -4.1881, 1.1362], [-0.3196, -3.0824, 1.2712], [-0.0723, -2.5268, 2.6627], [1.3066, -2.9288, 3.1911], [-0.3108, -1.0229, 2.8135], [0.3015, -2.5897, 0.1188], [1.2456, -1.6030, 0.2887], [2.5967, -2.9891, -3.5337], [2.1475, -4.3431, -2.4916], [2.7899, -2.8768, -1.7697], [0.1301, -3.1193, -3.2389], [1.5555, -0.6826, -2.1798], [-0.2129, -0.7157, -2.4223], [0.8987, -0.9790, -3.7615], [-0.8876, -4.7327, -2.1778], [-1.9924, -5.6558, -0.1756], [-1.6424, -4.5818, 2.0166], [-0.8259, -3.0046, 3.2978], [2.0921, -2.4598, 2.5963], [1.4452, -4.0078, 3.1391], [1.4278, -2.6177, 4.2291], [0.5413, -0.4295, 2.4532], [-0.4140, -0.7548, 3.8659], [-1.2221, -0.7072, 2.3028], [4.7807, -0.6523, 2.0969], [4.1416, -0.5599, 0.9302], [4.5789, -1.2511, -0.1207], [3.1473, 0.2117, 0.8336], [5.6210, -1.1918, 2.2145], [4.4588, -0.0817, 2.8603], [5.3683, -1.8705, -0.0697], [4.0656, -1.1981, -0.9857]],
  "forces_ev_per_angstrom": [[0.2, 0.1, -0.1], [0.1, -0.1, 0.2], [0.1, -0.4, -0.2], [-0.4, 0.3, 0.3], [0.0, 0.0, -0.1], [0.1, 0.1, -0.1], [-0.3, 0.0, 0.4], [0.1, 0.0, -0.2], [0.0, 0.0, 0.0], [0.0, 0.0, 0.0], [0.0, 0.0, 0.0], [0.0, 0.0, 0.0], [0.0, 0.0, 0.0], [0.0, 0.0, 0.0], [0.3, 0.2, -0.1], [-0.1, 0.1, 0.0], [0.1, 0.0, -0.2], [0.0, 0.0, 0.0], [0.0, 0.0, 0.0], [0.0, 0.0, 0.0], [0.0, 0.0, 0.0], [0.1, 0.0, 0.0], [0.0, 0.0, 0.0], [0.0, 0.0, 0.0], [0.0, 0.0, 0.0], [0.0, 0.0, 0.0], [0.1, 0.0, 0.0], [0.0, 0.0, 0.0], [0.0, 0.0, 0.0], [0.0, 0.0, 0.0], [0.0, 0.0, 0.0], [0.0, 0.0, 0.0], [0.0, 0.0, 0.0], [0.0, 0.0, 0.0], [0.0, 0.0, 0.0], [0.0, 0.0, 0.0], [0.0, 0.0, 0.0], [0.0, 0.0, 0.0], [0.0, 0.0, 0.0], [0.0, 0.0, 0.0], [0.0, 0.0, 0.1], [-0.1, 0.0, 0.0], [-0.1, -0.1, 0.0], [0.0, 0.0, 0.1], [0.0, -0.1, -0.1], [0.1, 0.0, -0.1], [0.0, 0.0, 0.0], [0.1, -0.2, 0.1], [0.0, 0.0, 0.0], [0.0, 0.0, 0.0], [0.0, 0.0, 0.0], [0.0, 0.0, 0.0], [0.0, 0.0, 0.0], [0.0, 0.0, 0.1], [0.0, 0.0, 0.0], [0.0, 0.0, 0.0], [0.0, 0.0, 0.1], [-0.1, 0.0, 0.0], [0.0, 0.0, 0.0], [0.0, 0.1, 0.1], [0.0, 0.0, 0.1], [0.0, 0.0, 0.0], [0.0, 0.0, 0.0], [0.0, -0.1, -0.1], [0.0, 0.0, 0.0], [0.0, 0.0, 0.0], [-0.1, -0.2, 0.0], [-0.1, -0.2, 0.0], [0.3, 0.4, -0.3], [0.0, 0.0, 0.0], [0.0, 0.0, 0.0], [0.0, 0.0, 0.0], [0.1, 0.0, 0.1], [0.0, 0.0, 0.1], [-0.1, 0.1, 0.1], [0.0, 0.0, 0.0], [0.0, 0.0, -0.1], [0.0, 0.0, 0.0], [0.0, 0.0, 0.0], [0.1, 0.0, 0.0], [0.0, 0.0, 0.0], [0.0, 0.0, 0.0], [0.0, 0.0, 0.0], [0.1, 0.1, 0.1], [0.0, 0.0, 0.0], [0.0, 0.0, 0.0], [0.0, 0.0, 0.0], [0.1, -0.3, 0.0], [0.0, 0.0, -0.1], [-0.4, 0.3, 0.1], [0.0, 0.0, 0.0], [0.0, 0.0, 0.0], [0.0, 0.0, 0.0], [0.0, 0.0, 0.1]],
  "mulliken_charge": [0.129, 0.596, -0.946, 0.175, -0.570, -1.075, 0.215, -1.773, 0.901, -0.003, -0.883, -0.554, -0.711, -0.115, 0.250, -0.234, -2.065, 0.138, -0.265, -0.831, -0.820, -0.408, 0.859, 0.367, 0.446, 0.467, 0.416, 0.526, 0.501, 0.373, 0.436, 0.445, 0.502, 0.316, 0.674, 0.618, 0.442, 0.416, 0.444, 0.232, 0.274, -1.330, 0.757, -1.207, -0.799, 0.585, -1.410, 0.993, 0.466, 0.280, 0.283, 0.559, 0.545, 0.550, 0.180, 0.234, -1.449, 0.791, -0.896, 0.014, -0.950, -1.699, -1.118, 0.802, 0.167, -1.434, -1.350, 1.128, 0.231, 0.431, 0.422, 0.067, 0.295, -0.650, 0.194, 0.665, 0.735, 0.451, 0.441, 0.684, 0.077, 0.380, 0.454, -0.023, 0.498, 0.359, -0.397, 0.660, -0.290, -0.074, 0.183, 0.244, 0.211, 0.158]
}

[3]
{
  "formula": "C4H7NO2",
  "method": "ωB97M-V with the def2-TZVPD basis set",
  "homo_ev": -9.64,
  "smiles": "O/N=C1/CC[C@H]1O",
  "gap_ev": 10.401,
  "lumo_energy_ev": 0.77,
  "e_above_lowest_kj_mol": 349.4,
  "elements": ["O", "N", "C", "C", "C", "C", "O", "H", "H", "H", "H", "H", "H", "H"],
  "xyz": [[1.8844, 1.5107, 0.2257], [1.8220, 0.2852, -0.4980], [0.6531, -0.1681, -0.3100], [-0.1496, -1.4182, -0.6446], [-1.3154, -0.8378, 0.2160], [-0.5757, 0.5094, 0.2023], [-0.6474, 1.3305, 1.3159], [2.6570, 1.9663, -0.1227], [0.3224, -2.3107, -0.2371], [-0.4113, -1.5862, -1.6930], [-1.3509, -1.3042, 1.2081], [-2.3276, -0.8329, -0.1966], [-0.7366, 1.0149, -0.7800], [0.1756, 1.8411, 1.3141]],
  "forces_ev_per_angstrom": [[0.2, 0.3, -0.2], [-0.3, -0.6, 0.3], [0.5, 0.0, 0.0], [0.2, -0.2, -0.1], [-0.1, 0.0, 0.0], [-0.1, 0.0, -0.4], [0.2, 0.1, 0.0], [0.1, -0.2, 0.0], [-0.1, -0.1, -0.1], [0.3, 0.1, 0.1], [0.1, 0.3, -0.2], [0.2, -0.1, -0.1], [-1.0, 0.4, 0.5], [-0.2, 0.0, 0.1]],
  "nbo_charge": [-0.622, -0.142, 0.214, -0.442, -0.406, 0.050, -0.699, 0.484, 0.235, 0.230, 0.218, 0.211, 0.172, 0.497]
}

[4]
{
  "formula": "C7H7F2I",
  "method": "ωB97M-V with the def2-TZVPD basis set",
  "homo_ev": -7.92,
  "gap_ev": 8.189,
  "lumo_energy_ev": 0.26,
  "e_above_lowest_kj_mol": 182.9,
  "elements": ["C", "C", "C", "C", "C", "C", "C", "F", "F", "I", "H", "H", "H", "H", "H", "H", "H"],
  "xyz": [[-1.0894, 0.6029, -1.4808], [-0.6077, 1.5637, -0.5005], [-0.2626, -0.4051, -1.6873], [0.3020, 1.2883, 0.4573], [0.8724, -0.7907, -0.8096], [0.9819, 0.0487, 0.4986], [-0.4713, -0.9431, 1.7795], [-0.6683, -2.0809, 1.1090], [-1.5541, -0.0929, 1.7533], [2.8168, 0.0319, 1.5929], [-1.8770, 0.7629, -2.1246], [-1.2001, 2.5328, -0.4777], [-0.4677, -1.1712, -2.5642], [0.6531, 1.9420, 1.2126], [0.7316, -1.7374, -0.3424], [1.9136, -0.6410, -1.2298], [-0.0732, -0.9109, 2.8135]],
  "forces_ev_per_angstrom": [[2.9, 0.0, 1.2], [-2.0, 1.9, 1.1], [-0.5, -3.3, -2.3], [0.2, 1.1, -1.2], [2.2, 1.9, 1.7], [-2.7, -2.5, 1.0], [1.9, 3.3, -1.6], [-0.6, 0.1, 1.1], [0.6, -1.6, -0.2], [-0.5, -0.2, -0.4], [-1.7, 0.6, -1.1], [1.1, -1.1, 0.2], [0.4, 1.6, 1.8], [-0.4, 1.2, 0.4], [0.2, -1.4, -0.8], [-1.2, -0.8, -0.3], [-0.3, -1.0, -0.7]],
  "nbo_charge": [-0.249, -0.189, -0.125, -0.306, -0.546, -0.129, 0.566, -0.327, -0.349, 0.145, 0.220, 0.218, 0.209, 0.221, 0.255, 0.235, 0.151]
}

[5]
{
  "formula": "C23H24FNO3",
  "method": "ωB97M-V with the def2-TZVPD basis set",
  "homo_ev": -7.92,
  "smiles": "COc1ccc(CNC[C@](O)(c2ccccc2)c2ccc(F)cc2)cc1OC",
  "gap_ev": 8.594,
  "lumo_energy_ev": 0.68,
  "e_above_lowest_kj_mol": 21.3,
  "elements": ["C", "O", "C", "C", "C", "C", "C", "N", "C", "C", "O", "C", "C", "C", "C", "C", "C", "C", "C", "C", "C", "F", "C", "C", "C", "C", "O", "C", "H", "H", "H", "H", "H", "H", "H", "H", "H", "H", "H", "H", "H", "H", "H", "H", "H", "H", "H", "H", "H", "H", "H", "H"],
  "xyz": [[3.4172, -3.5180, 1.8276], [2.3283, -2.9598, 2.5255], [1.1420, -2.6956, 1.9034], [0.1455, -2.2428, 2.7622], [-1.1145, -1.9058, 2.3069], [-1.4096, -2.0144, 0.9597], [-2.7283, -1.5740, 0.3799], [-2.4825, -0.4192, -0.4681], [-2.1710, 0.7819, 0.2771], [-1.4761, 1.7869, -0.6563], [-2.4541, 2.1690, -1.6127], [-0.2861, 1.0768, -1.2875], [-0.3034, 0.6732, -2.6132], [0.7969, 0.0405, -3.1664], [1.9209, -0.2009, -2.3959], [1.9334, 0.1780, -1.0633], [0.8373, 0.8140, -0.5126], [-0.9698, 3.0371, 0.0552], [-1.2537, 3.3431, 1.3791], [-0.7913, 4.5168, 1.9504], [-0.0429, 5.3871, 1.1823], [0.4080, 6.5330, 1.7345], [0.2583, 5.1120, -0.1389], [-0.2096, 3.9355, -0.6911], [-0.4244, -2.4692, 0.0938], [0.8431, -2.8201, 0.5332], [1.8190, -3.2864, -0.3154], [1.4641, -3.5839, -1.6427], [4.2021, -3.6343, 2.5756], [3.1704, -4.4953, 1.4067], [3.7686, -2.8614, 1.0293], [0.3971, -2.1608, 3.8079], [-1.8620, -1.5594, 3.0054], [-3.1405, -2.3675, -0.2491], [-3.4477, -1.3671, 1.1911], [-3.2584, -0.2376, -1.0941], [-1.4811, 0.5092, 1.0781], [-3.0678, 1.2546, 0.7104], [-2.0679, 2.8282, -2.2003], [-1.1854, 0.8466, -3.2115], [0.7749, -0.2644, -4.2032], [2.7840, -0.6848, -2.8299], [2.8011, -0.0216, -0.4523], [0.8552, 1.1145, 0.5249], [-1.8375, 2.6691, 1.9837], [-1.0069, 4.7593, 2.9789], [0.8490, 5.8076, -0.7136], [0.0358, 3.7040, -1.7187], [-0.6678, -2.5205, -0.9541], [0.6534, -4.3185, -1.6852], [2.3608, -4.0096, -2.0920], [1.1737, -2.6850, -2.1946]],
  "forces_ev_per_angstrom": [[0.4, -0.2, -0.1], [-0.3, 0.2, 0.0], [-0.1, 0.1, 0.2], [0.3, -0.1, -0.1], [-0.1, -0.1, -0.2], [-0.1, -0.1, 0.2], [0.1, 0.0, 0.0], [-0.4, 0.1, -0.2], [0.0, 0.3, -0.3], [0.3, -0.1, 0.5], [-0.2, -0.2, -0.2], [0.0, 0.0, -0.2], [-0.1, 0.1, 0.1], [0.1, 0.0, -0.1], [0.1, 0.0, -0.1], [0.1, 0.0, 0.1], [-0.1, 0.0, -0.1], [-0.1, 0.0, 0.0], [0.0, -0.1, -0.2], [0.2, 0.3, 0.0], [-0.1, -0.1, 0.0], [0.0, -0.1, 0.0], [0.0, 0.1, 0.1], [-0.1, 0.0, 0.2], [0.1, -0.1, 0.1], [0.1, -0.1, -0.1], [-0.1, 0.2, 0.5], [-0.1, 0.0, -0.3], [0.0, 0.0, -0.1], [0.0, 0.1, 0.0], [0.0, -0.1, 0.1], [0.1, 0.0, 0.1], [-0.1, 0.1, 0.1], [-0.1, 0.0, 0.1], [0.1, -0.1, -0.1], [0.0, -0.1, 0.0], [0.0, 0.1, 0.0], [0.1, 0.0, 0.1], [0.0, 0.0, 0.0], [-0.1, 0.0, 0.0], [0.0, 0.0, -0.1], [0.1, 0.0, 0.0], [0.1, 0.0, 0.1], [0.0, 0.0, 0.1], [-0.1, -0.1, 0.1], [0.0, 0.1, 0.1], [0.1, 0.1, 0.0], [0.1, 0.0, -0.1], [0.0, 0.0, -0.2], [0.0, 0.0, 0.0], [-0.1, 0.0, 0.0], [0.0, -0.1, 0.0]],
  "nbo_charge": [-0.238, -0.500, 0.242, -0.233, -0.228, -0.039, -0.231, -0.626, -0.239, 0.178, -0.715, -0.037, -0.164, -0.232, -0.235, -0.196, -0.216, 0.038, -0.207, -0.278, 0.390, -0.324, -0.264, -0.222, -0.292, 0.298, -0.528, -0.254, 0.186, 0.179, 0.181, 0.222, 0.210, 0.206, 0.168, 0.372, 0.215, 0.185, 0.473, 0.214, 0.211, 0.213, 0.215, 0.219, 0.218, 0.230, 0.229, 0.217, 0.228, 0.176, 0.195, 0.188]
}